# 1
This record from OMol25 describes a cluster of 2 separate species, C3H9N2 in total in a non-equilibrium geometry. The level of theory is ωB97M-V with the def2-TZVPD basis set.

The geometry in XYZ format:
```
14
C3H9N2 ωB97M-V with the def2-TZVPD basis set
C -0.84 -0.85 0.89
C 1.28 1.20 -0.49
C 0.76 -0.18 -0.80
N -2.04 -0.96 1.41
N -0.58 -0.40 -0.30
H 0.00 -1.16 1.51
H 1.22 1.40 0.58
H 2.32 1.27 -0.80
H 0.71 1.97 -1.02
H 1.43 -0.99 -0.53
H 0.64 -0.21 -2.33
H -2.18 -1.32 2.34
H -2.86 -0.70 0.89
H -1.34 -0.07 -0.89
```

Results
**Charge**: +1
**Frontier orbital gap**: 0.4172 hartree
**LUMO**: -3.68 eV
**HOMO level**: -15.03 eV

# 2
This record from OMol25 describes a structure of composition C32H18Cl9N6O3STa. The level of theory is ωB97M-V with the def2-TZVPD basis set.

The geometry in XYZ format:
```
70
C32H18Cl9N6O3STa ωB97M-V with the def2-TZVPD basis set
Ta -0.39 0.28 0.73
N 2.86 1.20 1.40
C 2.03 2.23 1.57
N 2.58 3.41 1.79
C 1.75 4.42 2.04
N 2.26 5.63 2.23
N 0.39 4.30 2.15
C -0.07 3.13 1.89
N 0.66 2.02 1.54
C -1.53 2.90 2.02
C -2.37 3.84 2.57
C -3.72 3.51 2.70
C -4.15 2.26 2.28
C -3.24 1.39 1.72
N -1.95 1.71 1.58
H 3.84 1.40 1.53
H 2.53 0.25 1.49
H 3.25 5.77 2.19
H 1.65 6.40 2.45
H -1.98 4.79 2.90
H -4.41 4.21 3.13
H -5.18 1.96 2.38
H -3.53 0.40 1.39
Cl -1.23 2.41 -1.26
C -2.26 1.02 -1.50
C -1.97 -0.08 -0.71
C -2.71 -1.24 -0.92
Cl -2.28 -2.63 0.01
C -3.70 -1.29 -1.89
Cl -4.57 -2.75 -2.15
C -3.98 -0.16 -2.66
Cl -5.19 -0.21 -3.86
C -3.24 1.02 -2.48
Cl -3.52 2.41 -3.44
Cl -0.53 -3.63 6.32
C -0.01 -2.85 4.89
C 1.32 -2.97 4.46
Cl 2.44 -3.89 5.37
C 1.75 -2.33 3.29
Cl 3.38 -2.40 2.73
C 0.83 -1.61 2.57
O 1.07 -0.93 1.41
C -0.47 -1.47 3.01
O -1.19 -0.64 2.21
C -0.92 -2.09 4.15
Cl -2.55 -1.87 4.63
O 0.84 0.14 -0.83
S 2.07 -0.68 -1.37
C 2.17 -0.13 -3.05
C 1.13 0.57 -3.65
C 1.28 0.93 -4.98
C 2.43 0.59 -5.68
C 3.45 -0.12 -5.05
C 3.33 -0.48 -3.72
C 1.45 -2.32 -1.53
C 1.98 -3.27 -0.67
C 1.49 -4.56 -0.72
C 0.49 -4.88 -1.62
C -0.04 -3.92 -2.48
C 0.44 -2.63 -2.44
H 0.25 0.84 -3.09
H 0.49 1.49 -5.47
H 2.53 0.87 -6.72
H 4.35 -0.38 -5.60
H 4.13 -1.02 -3.22
H 2.76 -3.00 0.04
H 1.90 -5.32 -0.06
H 0.11 -5.90 -1.66
H -0.82 -4.19 -3.18
H 0.06 -1.87 -3.12
```

Results
**Charge**: +2
**Frontier orbital gap**: 0.2505 hartree
**LUMO**: -6.59 eV
**HOMO level**: -13.40 eV

# 3
This record from OMol25 describes a cluster of 2 separate species, C8H22NSi2 in total in a non-equilibrium geometry. The level of theory is ωB97M-V with the def2-TZVPD basis set.

The geometry in XYZ format:
```
33
C8H22NSi2 ωB97M-V with the def2-TZVPD basis set
C -2.18 0.65 -1.91
C -2.76 -2.96 0.67
C 1.37 1.57 -0.06
C 1.88 4.26 1.72
C 0.80 -2.05 1.50
C 1.18 -0.95 -1.78
C -1.92 -0.88 -1.61
C -2.46 -1.48 0.72
N -1.38 -1.09 -0.28
Si 2.61 2.85 0.70
Si 0.28 -1.40 -0.18
H -2.87 0.80 -2.78
H -2.59 0.96 -0.95
H -1.18 1.16 -2.20
H -2.76 -3.37 -0.37
H -2.00 -3.65 1.17
H -3.78 -2.99 1.08
H 1.71 1.59 -1.13
H 1.73 0.61 0.31
H 0.32 1.66 -0.13
H 2.70 4.74 2.42
H 1.36 5.02 1.17
H 1.11 3.88 2.42
H 1.84 -1.96 1.70
H 0.25 -1.70 2.36
H 0.72 -3.18 1.51
H 2.30 -0.74 -1.65
H 1.08 -1.64 -2.77
H 0.53 -0.01 -2.02
H -1.48 -1.32 -2.58
H -2.92 -1.37 -1.65
H -2.05 -1.20 1.74
H -3.40 -0.90 0.37
```

Results
**Charge**: +1
**Frontier orbital gap**: 0.2405 hartree
**LUMO**: -3.90 eV
**HOMO level**: -10.44 eV

# 4
This record from OMol25 describes a structure of composition C2H3N3O in a non-equilibrium geometry. The level of theory is ωB97M-V with the def2-TZVPD basis set.

The geometry in XYZ format:
```
9
C2H3N3O ωB97M-V with the def2-TZVPD basis set
O -0.85 1.28 -1.90
C -0.16 0.59 -0.66
N -0.71 0.37 0.45
N 0.05 -0.46 1.26
C 1.23 -0.86 0.89
N 0.73 0.62 -1.56
H -1.45 0.60 -2.30
H -0.47 -0.65 2.12
H 1.64 -1.50 1.69
```

Results
**Frontier orbital gap**: 0.3111 hartree
**LUMO**: -0.55 eV
**HOMO level**: -9.01 eV

# 5
This record from OMol25 describes a structure of composition C7H14PSV in a non-equilibrium geometry. The level of theory is ωB97M-V with the def2-TZVPD basis set.

The geometry in XYZ format:
```
24
C7H14PSV ωB97M-V with the def2-TZVPD basis set
C 0.95 0.55 -2.28
C 0.25 1.79 -2.11
C -1.13 1.48 -1.86
C -1.26 0.05 -1.88
C 0.03 -0.53 -2.08
V 0.08 0.66 -0.44
P 2.58 0.60 0.33
H 2.00 0.45 -2.53
H 0.69 2.78 -2.14
H -1.91 2.19 -1.65
H 0.27 -1.59 -2.09
H -2.17 -0.52 -1.76
H 2.90 1.21 1.60
H 3.42 1.34 -0.56
H 3.26 -0.67 0.38
C -2.38 -0.79 1.71
S -0.78 0.07 1.87
C 0.19 -1.34 2.50
H -2.98 -0.36 0.91
H -2.92 -0.68 2.66
H -2.22 -1.85 1.51
H 0.44 -1.09 3.54
H -0.43 -2.24 2.46
H 1.11 -1.50 1.92
```

Results
**Charge**: -1
**Frontier orbital gap (spin up / spin down)**: 0.1196 / 0.1175 hartree
**LUMO (spin up / spin down)**: 3.23 / 3.07 eV
**<S²>**: 3.8714
**2S+1**: 4
**HOMO level (spin up / spin down)**: -0.03 / -0.12 eV

# 6
This record from OMol25 describes a cluster of 2 separate species, C2H6NO3 in total. The level of theory is ωB97M-V with the def2-TZVPD basis set.

The geometry in XYZ format:
```
12
C2H6NO3 ωB97M-V with the def2-TZVPD basis set
C 0.17 2.04 0.48
N 0.18 1.05 -0.57
C -0.66 -0.08 -0.46
O -0.16 -1.18 -0.87
O -1.79 0.10 0.03
H 0.60 1.64 1.40
H -0.87 2.25 0.71
H 0.69 2.94 0.15
H 1.06 0.86 -1.03
H 1.00 -1.62 0.24
H 1.15 -1.85 1.76
O 1.68 -1.82 0.96
```

Results
**Charge**: -1
**Frontier orbital gap**: 0.3114 hartree
**LUMO**: 4.21 eV
**HOMO level**: -4.26 eV

# 7
This record from OMol25 describes an isolated molecule of C8H8FN in a non-equilibrium geometry. The level of theory is ωB97M-V with the def2-TZVPD basis set.

The geometry in XYZ format:
```
18
C8H8FN ωB97M-V with the def2-TZVPD basis set
C 1.19 0.36 -1.57
C 0.10 0.84 -0.56
C 0.69 0.76 0.80
F 1.21 1.87 1.36
C 0.73 -0.41 1.49
C 0.06 -1.59 0.94
C -0.88 -1.35 0.00
C -1.20 0.05 -0.48
C -1.80 0.66 0.71
N -2.45 1.10 1.58
H 0.61 0.12 -2.39
H 1.76 -0.56 -1.28
H 1.99 1.17 -1.83
H -0.03 1.88 -0.85
H 0.95 -0.48 2.52
H 0.42 -2.60 1.40
H -1.53 -1.97 -0.44
H -1.82 0.17 -1.40
```

Results
**SMILES string**: C[C@@H]1C(F)=CC=C[C@H]1C#N
**Frontier orbital gap**: 0.3455 hartree
**LUMO**: 0.55 eV
**HOMO level**: -8.85 eV

# 8
This record from OMol25 describes a cluster of 5 separate species, C15H40O5 in total in a non-equilibrium geometry. The level of theory is ωB97M-V with the def2-TZVPD basis set.

The geometry in XYZ format:
```
60
C15H40O5 ωB97M-V with the def2-TZVPD basis set
C 36.90 28.85 27.80
C 37.41 29.11 29.29
C 37.42 27.92 30.22
O 38.68 29.84 29.27
H 36.80 29.78 27.47
H 35.97 28.34 27.94
H 37.65 28.24 27.33
H 36.64 29.88 29.67
H 36.34 27.57 30.52
H 37.75 28.05 31.16
H 38.01 27.08 29.93
H 38.62 30.51 29.88
C 40.01 29.91 32.21
C 40.34 31.34 32.12
C 41.62 31.64 31.48
O 39.38 32.00 31.30
H 40.64 29.51 32.85
H 40.07 29.31 31.28
H 39.11 29.81 32.69
H 40.17 31.84 33.15
H 41.62 32.80 31.04
H 41.99 31.06 30.69
H 42.41 31.64 32.02
H 39.14 32.80 31.55
C 42.05 28.50 28.80
C 41.23 27.14 28.85
C 40.57 26.90 27.48
O 42.02 26.00 29.08
H 41.45 29.34 28.55
H 42.78 28.71 28.07
H 42.52 28.66 29.64
H 40.51 27.29 29.69
H 39.54 26.38 27.64
H 41.25 26.32 26.78
H 40.33 27.80 26.88
H 41.42 25.31 29.08
C 40.67 25.72 32.64
C 40.22 24.52 31.76
C 40.45 23.22 32.49
O 38.81 24.57 31.50
H 39.91 25.99 33.34
H 40.47 26.62 31.88
H 41.52 25.94 33.11
H 40.88 24.60 30.80
H 41.49 22.94 32.78
H 40.28 22.29 31.92
H 39.83 23.13 33.37
H 38.39 24.20 30.63
C 32.95 29.05 30.54
C 33.83 29.25 31.78
C 33.41 30.26 32.75
O 33.80 28.05 32.56
H 32.83 29.83 29.85
H 31.95 28.49 30.97
H 33.28 28.33 29.77
H 34.89 29.36 31.42
H 33.82 30.14 33.68
H 32.31 30.28 32.93
H 33.36 31.28 32.25
H 34.52 28.04 33.32
```

Results
**SMILES string**: CC(C)O.CC(C)O.CC(C)O.CC(C)O.CC(C)O
**Frontier orbital gap**: 0.3879 hartree
**LUMO**: 0.51 eV
**HOMO level**: -10.05 eV

# 9
This record from OMol25 describes the ion C4H11N4O4 with charge +1 in a non-equilibrium geometry. The level of theory is ωB97M-V with the def2-TZVPD basis set.

The geometry in XYZ format:
```
23
C4H11N4O4 ωB97M-V with the def2-TZVPD basis set
H -4.60 0.81 -0.64
N -3.58 0.99 -0.72
N -2.96 0.46 0.18
C -1.73 0.58 0.68
O -1.41 1.33 1.49
N -0.68 -0.43 0.34
O -0.91 -1.27 -0.78
C -0.47 -2.60 -0.56
N 0.58 0.14 0.42
O 1.42 -0.83 0.83
C 2.73 -0.30 1.05
O 1.10 0.78 -0.73
C 0.50 2.05 -1.05
H -0.49 -3.06 -1.57
H -1.03 -3.26 0.28
H 0.59 -2.51 -0.31
H 0.57 0.92 1.08
H 3.14 -1.18 1.62
H 2.67 0.65 1.67
H 3.26 -0.19 0.22
H 1.02 2.34 -1.94
H 0.83 2.77 -0.21
H -0.54 1.81 -1.35
```

Results
**Charge**: +1
**SMILES string**: [H]/N=N/C(=O)N(OC)[NH+](OC)OC
**Frontier orbital gap**: 0.3514 hartree
**LUMO**: -3.95 eV
**HOMO level**: -13.51 eV

# 10
This record from OMol25 describes a structure of composition C39H39OP2Ti in a non-equilibrium geometry. The level of theory is ωB97M-V with the def2-TZVPD basis set.

The geometry in XYZ format:
```
82
C39H39OP2Ti ωB97M-V with the def2-TZVPD basis set
C 0.51 2.78 0.10
C 1.53 1.86 -0.10
C 2.33 1.99 -1.23
C 2.25 3.11 -2.06
C 1.35 4.15 -1.75
C 0.48 3.92 -0.67
P 1.60 0.41 0.99
C 3.34 -0.09 0.87
C 3.69 -1.24 0.16
C 5.04 -1.59 0.01
C 6.04 -0.84 0.63
C 5.68 0.28 1.39
C 4.34 0.66 1.51
Ti -0.30 -1.01 1.15
P -1.59 -0.38 -0.76
C -0.83 0.28 -2.30
C -1.21 1.50 -2.88
C -0.63 1.93 -4.07
C 0.37 1.18 -4.69
C 0.83 0.03 -4.06
C 0.26 -0.41 -2.86
C -2.63 -1.84 -1.31
C -3.23 -2.63 -0.32
C -3.86 -3.83 -0.67
C -3.89 -4.26 -2.00
C -3.33 -3.44 -2.98
C -2.69 -2.25 -2.65
C -2.84 0.82 -0.13
C -2.78 1.26 1.20
C -3.74 2.17 1.66
C -4.78 2.58 0.84
C -4.89 2.06 -0.45
C -3.94 1.16 -0.93
C 1.36 1.07 2.72
C 1.68 2.39 3.08
C 1.43 2.85 4.37
C 0.88 1.99 5.33
C 0.58 0.67 4.99
C 0.78 0.22 3.67
H -3.15 -2.35 0.73
H -4.29 -4.46 0.10
H -4.34 -5.21 -2.27
H -3.35 -3.75 -4.02
H -2.20 -1.65 -3.43
H -1.97 2.11 -2.39
H -0.94 2.87 -4.50
H 0.83 1.54 -5.62
H 1.66 -0.52 -4.50
H 0.66 -1.28 -2.34
H -1.99 0.87 1.87
H -3.70 2.54 2.68
H -5.55 3.27 1.21
H -5.71 2.33 -1.09
H -4.05 0.71 -1.92
H 2.10 3.07 2.33
H 1.64 3.88 4.62
H 0.65 2.36 6.33
H 0.17 0.00 5.73
H 0.47 -0.82 3.38
H 2.89 -1.86 -0.26
H 5.32 -2.47 -0.56
H 7.09 -1.12 0.55
H 6.44 0.85 1.92
H 4.08 1.54 2.10
H 3.07 1.21 -1.44
H 2.86 3.17 -2.95
H 1.27 5.01 -2.41
H -0.33 4.57 -0.35
H -0.27 2.69 0.88
H -1.43 4.51 -2.15
H -1.61 4.35 -1.39
C 1.19 -4.89 0.42
C 0.10 -3.88 0.81
C -0.16 -4.09 2.27
O 0.46 -2.51 0.50
H 2.14 -4.64 0.88
H 1.28 -5.02 -0.64
H 0.84 -5.85 0.85
H -0.80 -4.10 0.19
H 0.82 -3.89 2.81
H -0.96 -3.47 2.76
H -0.40 -5.18 2.47
```

Results
**Charge**: +2
**Frontier orbital gap (spin up / spin down)**: 0.2675 / 0.2747 hartree
**LUMO (spin up / spin down)**: -6.88 / -6.67 eV
**<S²>**: 0.7559
**2S+1**: 2
**HOMO level (spin up / spin down)**: -14.16 / -14.14 eV

# 11
This record from OMol25 describes a structure of composition C13H27KO14P in a non-equilibrium geometry. The level of theory is ωB97M-V with the def2-TZVPD basis set.

The geometry in XYZ format:
```
56
C13H27KO14P ωB97M-V with the def2-TZVPD basis set
K -1.55 0.13 -0.96
P 1.32 1.03 -0.69
O 0.19 2.05 -0.32
O 0.89 -0.01 -1.74
O 1.77 0.37 0.67
O 2.53 1.96 -1.08
C -5.18 1.71 0.66
O -3.89 1.39 0.25
H -5.14 2.06 1.71
H -5.58 2.49 -0.01
H -5.92 0.87 0.63
C 1.67 -2.42 1.71
C 0.47 -2.38 0.81
O -0.75 -2.49 1.61
C -1.87 -2.73 0.93
O -1.99 -2.69 -0.26
O -2.82 -3.25 1.72
C -2.59 -3.47 3.10
H 1.87 -3.35 2.26
H 1.56 -1.64 2.46
H 2.51 -2.08 1.11
H 0.50 -3.23 0.12
H 0.49 -1.48 0.19
H -2.02 -2.67 3.57
H -2.05 -4.40 3.27
H -3.57 -3.54 3.56
C -0.64 0.12 -4.78
C 0.87 0.19 -4.95
O 1.31 0.78 -6.18
C 1.37 2.12 -6.21
O 0.89 2.88 -5.41
O 1.99 2.49 -7.33
C 2.05 3.85 -7.65
H -0.87 -0.20 -3.77
H -1.08 -0.62 -5.48
H -1.06 1.10 -4.98
H 1.32 -0.80 -4.94
H 1.18 0.74 -4.05
H 2.49 3.97 -8.64
H 2.65 4.40 -6.93
H 1.05 4.30 -7.69
C 3.29 -0.65 4.94
C 2.10 -0.07 5.65
O 0.93 -0.43 4.95
C 0.37 0.45 4.12
O 0.75 1.57 3.94
O -0.69 -0.11 3.58
C -1.40 0.70 2.62
H 4.23 -0.28 5.37
H 3.34 -0.23 3.93
H 3.29 -1.74 5.02
H 2.24 1.00 5.80
H 1.96 -0.49 6.65
H -0.82 0.81 1.71
H -1.63 1.69 3.01
H -2.34 0.20 2.39
```

Results
**Charge**: -3
**Frontier orbital gap**: 0.0612 hartree
**LUMO**: 5.77 eV
**HOMO level**: 4.11 eV

# 12
This record from OMol25 describes a structure of composition C27H28F5HfN6OS3. The level of theory is ωB97M-V with the def2-TZVPD basis set.

The geometry in XYZ format:
```
71
C27H28F5HfN6OS3 ωB97M-V with the def2-TZVPD basis set
Hf -0.57 -0.27 1.53
F -0.56 -2.87 7.71
C -0.52 -2.83 6.40
C -0.25 -1.62 5.75
F -0.04 -0.51 6.43
C -0.23 -1.64 4.38
F 0.05 -0.41 3.73
C -0.45 -2.74 3.59
S -0.41 -2.68 1.82
C -0.72 -3.93 4.26
F -0.95 -5.03 3.57
C -0.75 -3.97 5.65
F -1.00 -5.11 6.26
C -4.81 4.28 3.44
C -3.66 3.47 2.96
C -2.49 3.98 2.44
C -1.49 3.11 2.01
N -1.64 1.78 2.13
C -2.80 1.27 2.60
S -2.96 -0.42 2.61
N -3.77 2.11 3.01
C -0.23 3.64 1.40
H -4.53 5.32 3.55
H -5.18 3.89 4.39
H -5.62 4.21 2.71
H -2.36 5.05 2.35
H -4.63 1.70 3.37
H -0.47 4.38 0.64
H 0.36 2.84 0.95
H 0.36 4.14 2.17
C 2.43 1.84 2.76
C 2.58 0.77 1.74
N 1.59 0.05 1.17
C 2.23 -0.88 0.33
C 3.56 -0.69 0.38
N 3.75 0.35 1.27
H 1.44 1.84 3.19
H 2.62 2.82 2.31
H 3.15 1.70 3.56
H 1.68 -1.63 -0.23
H 4.37 -1.19 -0.10
H 4.65 0.72 1.54
C 0.23 -3.50 -4.63
C -1.13 -3.02 -4.12
C -1.08 -2.41 -2.73
N -0.21 -1.21 -2.75
C -0.28 -0.15 -2.01
S -1.54 -0.02 -0.78
N 0.55 0.90 -2.16
C 1.77 1.07 -2.95
O 2.65 1.65 -2.38
C 1.78 0.59 -4.34
C 0.65 0.68 -5.16
C 0.74 0.30 -6.48
C 1.94 -0.19 -6.99
C 3.07 -0.28 -6.17
C 3.00 0.13 -4.85
H 0.12 -4.00 -5.58
H 0.69 -4.20 -3.93
H 0.93 -2.67 -4.81
H -1.82 -3.86 -4.07
H -1.57 -2.30 -4.81
H -0.65 -3.12 -2.01
H -2.06 -2.11 -2.38
H 0.49 -1.21 -3.49
H 0.49 1.61 -1.44
H -0.27 1.10 -4.77
H -0.12 0.40 -7.13
H 2.00 -0.48 -8.02
H 4.00 -0.64 -6.58
H 3.87 0.09 -4.21
```

Results
**Charge**: +3
**Frontier orbital gap**: 0.2538 hartree
**LUMO**: -9.49 eV
**HOMO level**: -16.40 eV